# 1
Below is a 2-piece molecular cluster, C4H13N2O overall, with properties calculated with ωB97M-V with the def2-TZVPD basis set.

Structure (XYZ):
```
20
Properties=species:S:1:pos:R:3:forces:R:3:nbo_charge:R:1
C -2.36490 0.78658 -0.67478 2.2 -0.1 0.9 -0.734
C -0.89973 1.38856 -0.78408 0.2 4.0 3.7 0.690
O 0.02937 0.88523 -0.12355 -1.0 -1.4 -1.7 -0.711
N -0.65261 2.73391 -1.06023 1.9 -3.8 -0.1 -0.780
H -2.41510 0.29632 0.31027 0.4 -0.1 -0.5 0.237
H -2.40923 0.10629 -1.46024 0.0 -1.9 -1.2 0.231
H 0.35087 3.01366 -1.10649 -1.6 -0.1 0.2 0.424
H -1.38376 3.28029 -1.31970 -2.0 2.2 -1.3 0.396
H -3.32399 1.23214 -0.75909 -0.3 1.9 -0.3 0.267
C 1.06173 -1.28483 1.26283 4.2 0.1 -2.2 -0.209
C 2.18570 -2.35176 1.45050 -1.8 -1.4 1.0 -0.640
N 0.47929 -1.56815 -0.15166 -0.9 -0.8 0.1 -0.731
H 0.38380 -1.18668 2.02242 -2.3 -0.5 1.5 0.227
H 1.55549 -0.27628 1.26896 -0.6 -0.9 -0.7 0.248
H 2.49425 -2.67471 0.48225 0.8 0.2 -0.9 0.204
H 1.77711 -3.36030 1.84667 0.6 1.8 0.0 0.228
H -0.56194 -1.29178 -0.15158 2.2 -0.1 -0.4 0.466
H 1.04442 -0.94676 -0.85914 -1.7 -1.6 1.5 0.487
H 0.51487 -2.65463 -0.35071 0.2 2.8 0.3 0.443
H 3.05469 -2.01097 2.02116 -0.4 -0.1 0.0 0.257
```
Forces are in eV/Å.

As for the net charge: +1. The gap between HOMO and LUMO is 0.3881 hartree. As for the HOMO energy: -13.786 eV.


# 2
Below is a 3-piece molecular cluster, C25H65N6O3P3 overall, with properties calculated with ωB97M-V with the def2-TZVPD basis set.

Structure (XYZ):
```
102
Properties=species:S:1:pos:R:3:forces:R:3:lowdin_charge:R:1
C 6.56361 4.36551 0.47549 0.2 -0.1 -0.2 -0.124
N 5.77232 3.61266 1.43428 0.2 -0.4 0.1 -0.290
C 6.62752 3.01507 2.45821 -0.2 0.0 0.4 -0.129
P 4.38671 2.72730 1.04184 -0.5 3.8 -0.8 0.570
O 3.77714 2.31298 2.31900 0.5 -2.0 -0.3 -0.279
N 3.21338 3.74390 0.33652 0.0 0.2 0.3 -0.309
C 3.54894 5.01638 -0.27614 0.0 -0.1 -0.4 -0.135
C 1.94902 3.83730 1.05938 -0.2 0.0 0.1 -0.134
N 4.86533 2.00567 -0.41860 -0.5 -1.8 0.8 -0.280
C 3.77387 1.52146 -1.28791 -0.1 0.2 -0.2 -0.119
C 5.77630 0.86443 -0.17663 0.4 0.2 0.0 -0.119
H 7.14966 3.73030 -0.20231 0.0 0.0 0.0 0.083
H 7.26586 4.99301 1.02807 0.0 0.0 0.1 0.084
H 5.96198 5.03579 -0.12292 0.0 -0.1 0.0 0.042
H 7.29541 2.24106 2.05879 0.1 0.1 0.0 0.068
H 6.02001 2.57149 3.24394 -0.1 0.0 -0.1 0.073
H 7.24936 3.78750 2.91446 0.0 0.0 0.0 0.081
H 3.92387 5.75144 0.44689 0.0 0.0 0.0 0.087
H 2.65648 5.43340 -0.74746 0.0 0.0 0.1 0.082
H 4.27724 4.88859 -1.07723 0.0 0.0 0.0 0.070
H 1.99750 4.50745 1.92592 0.0 0.0 0.0 0.091
H 1.63198 2.85683 1.40366 0.1 0.0 0.1 0.061
H 1.17410 4.20910 0.38341 0.1 0.1 -0.1 0.078
H 3.09166 0.83562 -0.77402 0.0 0.0 0.0 0.082
H 4.21988 0.99565 -2.13336 0.1 0.0 0.1 0.078
H 3.19782 2.35097 -1.68380 0.0 0.1 0.1 0.070
H 5.30540 0.06942 0.41133 0.0 0.0 0.0 0.088
H 6.67203 1.19443 0.34836 0.0 0.0 0.0 0.058
H 6.09645 0.44361 -1.12910 0.0 0.0 0.0 0.080
C 0.94428 -5.48794 -3.86191 0.3 0.0 -0.1 -0.123
N 0.29250 -4.31472 -3.30356 0.2 0.4 -0.1 -0.288
C 0.27194 -3.22370 -4.27636 -0.4 0.2 0.0 -0.128
P 0.40135 -3.83667 -1.68429 -1.7 -3.8 -0.3 0.573
O -0.57613 -2.74818 -1.50204 1.5 1.6 0.3 -0.279
N -0.18477 -5.08074 -0.67462 -0.3 0.1 -0.2 -0.311
C -0.26502 -6.46475 -1.10283 0.3 -0.1 0.2 -0.138
C -1.34287 -4.72753 0.14474 -0.1 0.1 0.1 -0.129
N 2.04111 -4.12286 -1.36580 0.1 1.9 0.6 -0.280
C 2.40882 -4.25632 0.05885 0.0 -0.2 0.1 -0.114
C 2.89074 -3.05726 -1.94412 0.1 -0.2 -0.4 -0.117
H 2.03292 -5.37845 -3.95794 0.0 0.0 0.0 0.083
H 0.54123 -5.66011 -4.86200 0.0 0.1 0.0 0.084
H 0.74248 -6.38518 -3.29398 0.0 0.0 0.1 0.042
H 1.27337 -2.83838 -4.50841 0.0 -0.1 -0.1 0.069
H -0.33466 -2.40017 -3.90545 0.0 0.0 0.1 0.070
H -0.17470 -3.57108 -5.20978 0.0 -0.1 0.0 0.081
H -0.98871 -6.61899 -1.91293 0.0 0.0 0.0 0.087
H -0.57053 -7.08420 -0.25698 -0.1 0.1 0.0 0.080
H 0.71131 -6.84026 -1.40914 0.0 0.0 0.0 0.070
H -2.28344 -4.74600 -0.41934 0.0 0.0 0.0 0.087
H -1.22878 -3.73849 0.57903 0.0 0.0 -0.1 0.048
H -1.41932 -5.44083 0.96920 0.0 -0.1 -0.1 0.083
H 2.08668 -3.40282 0.66378 0.0 0.0 0.0 0.089
H 3.49459 -4.33501 0.12394 0.0 0.1 -0.1 0.079
H 1.98744 -5.16138 0.48276 -0.1 0.0 -0.1 0.071
H 2.67067 -2.07048 -1.52249 0.0 0.0 0.0 0.081
H 2.75828 -3.00660 -3.02455 -0.1 0.0 0.0 0.059
H 3.93953 -3.28412 -1.75698 0.0 -0.1 0.0 0.081
C -2.06678 -1.56831 2.54946 -0.1 0.6 0.1 -0.108
C -3.57110 -1.30848 2.59214 -0.2 0.0 0.0 -0.249
C -4.33497 -2.00112 1.44894 0.5 -0.2 0.0 -0.204
C -4.68568 -1.07314 0.28850 -0.4 -0.2 0.0 -0.212
C -6.02120 -0.33471 0.44906 -0.2 -0.2 -0.4 -0.198
C -6.21180 0.80771 -0.57826 0.2 0.0 0.3 -0.207
C -6.24452 2.22146 0.02491 0.5 -0.3 -0.5 -0.203
C -4.86148 2.68577 0.54139 -0.3 -0.7 0.6 -0.238
C -4.79276 2.67207 2.08405 -0.2 0.5 -0.7 -0.453
P -3.58578 3.73104 2.97999 0.0 -0.2 1.1 0.890
C -1.86256 3.39524 2.35037 -0.2 0.1 -0.3 -0.385
C -1.67550 2.27004 1.34149 0.4 0.4 -0.3 -0.287
O -1.74884 2.81692 0.02945 -0.1 -0.1 0.1 -0.176
C -0.94034 2.10613 -0.89295 -0.1 0.1 -0.2 -0.267
C -1.34278 0.65201 -1.05123 -0.1 0.1 -0.2 -0.069
H -1.69349 -1.41575 1.53283 0.0 -0.2 0.0 0.055
H -1.54980 -0.82618 3.16322 0.1 -0.2 0.1 0.069
H -1.79752 -2.56115 2.90886 0.0 -0.1 -0.1 0.070
H -3.71825 -0.22691 2.52338 -0.1 0.0 0.0 0.071
H -3.99741 -1.59720 3.55491 0.2 0.0 0.1 0.104
H -5.21956 -2.51746 1.82975 -0.1 0.2 -0.1 0.109
H -3.68296 -2.79122 1.05960 -0.1 0.0 0.0 0.092
H -3.87669 -0.36299 0.09794 0.1 0.0 0.2 0.081
H -4.76612 -1.68279 -0.61662 0.1 0.1 -0.1 0.116
H -6.80267 -1.07344 0.24750 0.0 0.0 0.3 0.106
H -6.18702 0.00274 1.47642 0.2 0.1 0.0 0.107
H -7.13031 0.64533 -1.14546 0.0 0.0 0.0 0.101
H -5.38110 0.73477 -1.28798 -0.1 0.1 -0.2 0.104
H -6.55829 2.90032 -0.77060 -0.3 0.1 0.2 0.102
H -6.98186 2.20618 0.83146 -0.1 0.3 -0.1 0.102
H -4.58343 3.66735 0.16292 0.0 0.0 -0.1 0.103
H -4.14123 1.95846 0.17512 0.3 0.3 -0.2 0.069
H -4.72523 1.64816 2.45195 0.1 0.0 0.1 0.043
H -5.75926 3.04463 2.44219 0.1 0.0 0.2 0.062
H -3.88244 5.00705 2.45466 0.1 -0.2 -0.5 -0.073
H -1.25036 3.19685 3.22990 -0.1 -0.1 0.0 0.059
H -1.47506 4.30540 1.89115 0.1 0.0 0.0 0.072
H -2.41290 1.47022 1.46840 0.1 -0.1 0.0 0.090
H -0.66902 1.84796 1.45596 -0.1 -0.1 0.2 0.113
H 0.11320 2.23400 -0.60854 0.0 -0.2 0.0 0.098
H -1.08166 2.60446 -1.85408 0.0 0.1 0.1 0.120
H -0.87188 0.21487 -1.93220 0.2 -0.1 0.1 0.073
H -1.11498 0.03310 -0.18494 0.0 0.0 0.0 0.057
H -2.41779 0.62544 -1.24185 0.0 -0.1 0.1 0.069
```
Forces are in eV/Å.

The SMILES is CN(C)P(=O)(N(C)C)N(C)C.CN(C)P(=O)(N(C)C)N(C)C.CCCCCCCCCPCCOCC. As for the net charge: 0. The gap between HOMO and LUMO is 0.3092 hartree. As for the HOMO energy: -7.924 eV.


# 3
Below is a 2-piece molecular cluster, CH5NO3 overall, with properties calculated with ωB97M-V with the def2-TZVPD basis set.

Structure (XYZ):
```
10
Properties=species:S:1:pos:R:3:forces:R:3:nbo_charge:R:1
N 0.15844 -0.84615 -1.28828 0.4 0.0 -0.2 -0.837
C -0.79539 -0.87318 -0.33595 -0.2 0.0 0.3 0.870
O -0.96371 -0.04117 0.51588 -0.1 0.2 -0.1 -0.619
O -1.55839 -2.00814 -0.44073 -0.2 0.0 -0.6 -0.724
H 0.20341 -1.57533 -1.97568 0.0 0.0 0.0 0.405
H 0.82094 -0.08744 -1.31350 -0.2 -0.2 0.1 0.406
H -2.49155 -1.75161 -0.38474 0.3 -0.1 0.4 0.499
O 1.36823 2.23397 2.02335 -0.1 -0.2 0.4 -0.940
H 0.95478 2.49820 1.19900 0.2 0.0 -0.1 0.474
H 2.30325 2.45087 2.00064 -0.1 0.1 -0.3 0.467
```
Forces are in eV/Å.

The SMILES is NC(=O)O.O. As for the net charge: 0. The gap between HOMO and LUMO is 0.4101 hartree. As for the HOMO energy: -10.568 eV.